(1)
ORCA calculation (ωB97M-V/def2-TZVPD) on an isolated molecule of CH2ClNS at a distorted geometry.

Last column: Löwdin charge in e.
Positions of all 6 atoms, in Å:
C  -1.710  -0.533  0.830  -1.05
N  1.142  -0.009  -1.123  -0.27
S  -1.525  0.058  2.273  0.62
Cl  -0.669  -0.480  -0.541  0.71
H  0.847  0.950  -1.109  -0.06
H  1.915  0.014  -0.330  0.06

- total energy (eV) = -25912.1919
- total charge = 0
- frontier orbital gap (alpha / beta) (eV) = 7.774 / 7.691
- spin multiplicity = 1
- ΔE to the lowest compared entry with this formula, charge and spin (eV) = 4.711
- LUMO (alpha / beta) (eV) = -0.912 / -0.698

***

(2)
ORCA calculation (ωB97M-V/def2-TZVPD) on a cluster of 4 separate species, C21H27F24N2O5P in total at a distorted geometry.

Last column: Löwdin charge in e.
Positions of all 80 atoms, in Å:
C  -8.351  -1.811  1.258  -0.10
C  -8.345  -2.600  -0.029  -0.25
C  -7.182  -2.311  -0.981  -0.20
C  -5.933  -3.175  -0.786  -0.16
C  -4.767  -2.556  -0.004  -0.20
N  -5.163  -1.485  0.937  -0.18
P  -4.502  -1.688  2.499  0.71
N  -4.171  -0.372  3.254  -0.26
C  -5.053  -0.162  0.464  -0.59
O  -5.716  0.777  0.896  0.09
O  -4.138  -0.037  -0.533  0.08
H  -7.460  -1.936  1.845  0.03
H  -8.542  -0.771  1.067  0.07
H  -9.174  -2.153  1.871  0.07
H  -8.388  -3.664  0.143  0.10
H  -9.234  -2.309  -0.567  0.10
H  -6.967  -1.251  -0.999  0.10
H  -7.560  -2.552  -1.963  0.10
H  -6.235  -4.129  -0.382  0.10
H  -5.542  -3.382  -1.769  0.10
H  -4.015  -2.231  -0.699  0.11
H  -4.311  -3.346  0.573  0.07
H  -5.421  -2.468  3.217  0.01
H  -3.330  -2.436  2.330  0.01
H  -4.714  -0.290  4.100  -0.03
H  -4.447  0.703  -1.071  0.13
C  -0.089  3.835  -0.417  -0.03
C  1.283  3.525  0.213  -0.44
C  2.456  3.199  -0.715  -0.30
F  2.251  2.069  -1.413  0.10
F  3.568  3.013  0.045  0.08
F  1.156  2.560  1.146  0.14
F  1.661  4.665  0.858  0.11
O  -1.077  2.816  -0.419  0.05
C  -1.239  1.919  -1.443  -0.53
C  -1.058  0.479  -0.956  -0.29
F  0.189  0.291  -0.471  0.09
F  -1.230  -0.366  -1.999  0.10
F  -0.462  2.190  -2.506  0.16
F  -2.524  2.023  -1.865  0.14
H  -0.513  4.591  0.240  0.15
H  0.012  4.308  -1.393  0.15
H  2.646  4.022  -1.409  0.18
H  -1.783  0.243  -0.178  0.16
C  0.138  -2.449  2.038  -0.03
C  1.634  -2.581  2.383  -0.44
C  2.652  -2.624  1.238  -0.30
F  2.483  -3.710  0.459  0.10
F  3.892  -2.690  1.774  0.10
F  1.821  -3.637  3.204  0.14
F  1.947  -1.459  3.086  0.11
O  -0.678  -3.621  2.084  0.03
C  -0.824  -4.424  0.973  -0.54
C  -0.363  -5.857  1.249  -0.29
F  0.938  -5.877  1.585  0.11
F  -0.531  -6.588  0.124  0.10
F  -0.237  -3.907  -0.118  0.16
F  -2.151  -4.484  0.686  0.12
H  -0.267  -1.836  2.842  0.15
H  -0.017  -1.881  1.123  0.13
H  2.582  -1.721  0.625  0.17
H  -0.951  -6.292  2.060  0.18
C  6.616  3.536  -1.006  -0.04
C  7.598  2.384  -0.720  -0.44
C  8.872  2.689  0.073  -0.31
F  9.675  3.548  -0.585  0.10
F  9.556  1.535  0.248  0.10
F  7.912  1.755  -1.872  0.14
F  6.909  1.495  0.049  0.11
O  6.637  4.132  -2.298  0.05
C  7.429  5.204  -2.624  -0.54
C  8.391  4.866  -3.768  -0.29
F  9.219  3.867  -3.414  0.11
F  9.134  5.961  -4.047  0.10
F  8.075  5.721  -1.565  0.16
F  6.609  6.173  -3.095  0.14
H  5.636  3.071  -0.964  0.12
H  6.622  4.283  -0.213  0.15
H  8.626  3.101  1.055  0.17
H  7.829  4.570  -4.656  0.17

- total energy (eV) = -109940.5701
- structure (SMILES) = FC(F)C(F)(F)COC(F)(F)C(F)F.FC(F)C(F)(F)COC(F)(F)C(F)F.FC(F)C(F)(F)COC(F)(F)C(F)F.CCCCCN([PH2]=N)C(=O)O
- total charge = 0
- frontier orbital gap (eV) = 9.586
- spin multiplicity = 1
- LUMO (eV) = 0.324